{"formula": "C4H4O2", "method": "ωB97M-V with the def2-TZVPD basis set", "species": ["O", "C", "C", "C", "C", "O", "H", "H", "H", "H"], "positions_angstrom": [[3.239, 0.640, -0.525], [2.450, -0.267, -0.404], [1.012, -0.065, -0.399], [-0.160, 0.177, -0.234], [-1.562, 0.473, 0.094], [-2.032, -0.303, 1.173], [2.782, -1.310, -0.254], [-1.621, 1.518, 0.412], [-2.194, 0.368, -0.801], [-1.913, -1.232, 0.938]], "lowdin_charge": [0.06, -0.28, 0.05, 0.03, -0.27, -0.05, 0.12, 0.13, 0.12, 0.09], "homo_ha": -0.38889, "e_above_lowest_kcal_mol": 47.7, "homo_lumo_gap_ev": 10.641, "e_tot_ev": -8305.0088, "charge": 0}



{"formula": "C16H12HgN2O6", "method": "ωB97M-V with the def2-TZVPD basis set", "species": ["O", "C", "Hg", "O", "C", "C", "O", "C", "O", "C", "O", "C", "N", "N", "C", "O", "C", "C", "C", "C", "C", "C", "C", "C", "C", "H", "H", "H", "H", "H", "H", "H", "H", "H", "H", "H", "H"], "positions_angstrom": [[0.368, -3.225, 2.376], [0.264, -2.319, 1.699], [0.014, -0.270, 0.126], [-0.151, -1.815, -2.626], [-0.086, -1.246, -1.615], [-0.187, 1.618, -1.185], [-0.287, 2.534, -1.863], [2.019, 0.077, -0.153], [3.160, 0.237, -0.350], [-2.010, -0.113, 0.208], [-3.180, -0.067, 0.219], [-1.009, 4.651, 4.676], [-1.027, 3.431, 3.891], [-0.045, 3.021, 3.044], [-0.535, 1.923, 2.404], [0.229, 1.429, 1.531], [-1.863, 1.627, 2.885], [-2.108, 2.615, 3.802], [-3.347, 2.764, 4.522], [1.241, 3.641, 2.759], [1.994, 4.208, 3.795], [3.223, 4.820, 3.520], [3.726, 4.853, 2.214], [2.988, 4.262, 1.186], [1.758, 3.659, 1.460], [-1.880, 5.247, 4.413], [-0.129, 5.266, 4.505], [-1.073, 4.386, 5.736], [-2.468, 0.822, 2.519], [-3.176, 2.703, 5.594], [-3.812, 3.717, 4.277], [-4.046, 1.971, 4.243], [1.651, 4.182, 4.832], [3.805, 5.274, 4.330], [4.686, 5.334, 1.999], [3.371, 4.285, 0.160], [1.208, 3.222, 0.625]], "lowdin_charge": [0.17, 0.06, 0.83, 0.25, -0.07, -0.02, 0.21, -0.03, 0.23, -0.05, 0.23, 0.03, -0.03, 0.09, -0.39, -0.23, 0.07, -0.26, 0.01, -0.14, -0.02, -0.04, -0.05, -0.06, -0.03, 0.11, 0.09, 0.12, 0.09, 0.11, 0.11, 0.11, 0.12, 0.12, 0.12, 0.12, 0.09], "homo_ha": -0.52391, "e_above_lowest_kcal_mol": 75.1, "homo_lumo_gap_ev": 6.016, "e_tot_ev": -36203.7890, "charge": 2}



{"formula": "C5H13NO2", "method": "ωB97M-V with the def2-TZVPD basis set", "species": ["C", "N", "C", "O", "C", "C", "C", "H", "H", "H", "H", "H", "H", "H", "H", "H", "H", "H", "O", "H", "H"], "positions_angstrom": [[-2.754, -0.850, -0.208], [-1.889, 0.315, -0.181], [-0.578, 0.293, 0.264], [-0.116, 1.321, 0.717], [0.214, -0.948, 0.013], [1.702, -0.622, -0.232], [0.119, -1.903, 1.217], [-3.784, -0.523, -0.336], [-2.751, -1.389, 0.736], [-2.559, -1.538, -1.027], [-2.322, 1.158, 0.172], [-0.089, -1.552, -0.844], [2.218, -1.257, -0.952], [1.870, 0.373, -0.663], [2.200, -0.574, 0.736], [0.167, -2.950, 0.917], [-0.757, -1.804, 1.862], [0.892, -1.757, 1.974], [2.495, 4.854, -1.491], [3.303, 5.338, -1.635], [2.417, 4.015, -1.038]], "lowdin_charge": [-0.09, 0.02, -0.49, 0.07, -0.33, -0.06, -0.07, 0.08, 0.07, 0.08, 0.13, 0.13, 0.08, 0.08, 0.07, 0.08, 0.07, 0.08, -0.06, 0.03, 0.03], "homo_ha": -0.35343, "e_above_lowest_kcal_mol": 28.4, "homo_lumo_gap_ev": 10.454, "e_tot_ev": -10980.6473, "charge": 0}



{"formula": "C35H38N3Ti", "method": "ωB97M-V with the def2-TZVPD basis set", "species": ["Ti", "C", "C", "C", "C", "N", "C", "C", "C", "C", "C", "C", "N", "C", "C", "C", "C", "C", "N", "H", "H", "H", "H", "H", "H", "H", "H", "H", "H", "H", "C", "C", "C", "C", "C", "C", "C", "C", "C", "C", "H", "H", "H", "H", "H", "H", "H", "H", "H", "H", "H", "H", "H", "H", "H", "C", "C", "C", "C", "C", "C", "C", "C", "C", "C", "H", "H", "H", "H", "H", "H", "H", "H", "H", "H", "H", "H"], "positions_angstrom": [[0.099, -0.238, 0.557], [-0.844, 2.754, 3.677], [-2.091, 2.244, 4.130], [-2.689, 1.226, 3.449], [-2.060, 0.672, 2.303], [-0.801, 1.116, 1.936], [-0.260, 2.157, 2.590], [-2.668, -0.309, 1.456], [-3.871, -0.980, 1.767], [-4.358, -1.888, 0.827], [-3.698, -2.126, -0.361], [-2.478, -1.442, -0.612], [-1.985, -0.581, 0.311], [-1.672, -1.521, -1.769], [-2.024, -2.258, -2.931], [-1.306, -2.089, -4.078], [-0.229, -1.177, -4.091], [0.108, -0.561, -2.901], [-0.520, -0.748, -1.744], [-0.349, 3.586, 4.157], [-2.578, 2.675, 4.997], [-3.653, 0.849, 3.762], [0.694, 2.480, 2.189], [-4.396, -0.799, 2.691], [-5.275, -2.428, 1.039], [-4.073, -2.846, -1.075], [-2.877, -2.923, -2.912], [-1.581, -2.636, -4.973], [0.342, -0.962, -4.982], [0.944, 0.116, -2.873], [2.147, -1.410, 1.143], [1.326, -2.337, 0.456], [0.186, -2.601, 1.266], [0.275, -1.809, 2.428], [1.486, -1.059, 2.344], [2.051, -0.166, 3.408], [-0.641, -1.871, 3.611], [-0.846, -3.648, 0.980], [1.629, -3.015, -0.847], [3.553, -1.027, 0.796], [2.659, 0.633, 2.978], [2.691, -0.726, 4.099], [1.267, 0.309, 3.998], [-1.669, -2.082, 3.316], [-0.653, -0.929, 4.162], [-0.324, -2.655, 4.308], [-0.532, -4.613, 1.394], [-1.000, -3.779, -0.091], [-1.813, -3.393, 1.415], [0.795, -2.952, -1.547], [1.851, -4.076, -0.693], [2.489, -2.563, -1.339], [3.708, 0.051, 0.835], [3.822, -1.354, -0.207], [4.256, -1.488, 1.500], [2.645, 3.181, -0.570], [1.939, 1.972, -1.218], [3.040, 1.165, -1.943], [1.316, 1.110, -0.139], [0.910, 2.549, -2.200], [-0.454, 2.501, -1.933], [-1.378, 3.050, -2.810], [-0.961, 3.670, -3.976], [0.397, 3.744, -4.250], [1.314, 3.194, -3.371], [3.410, 2.834, 0.128], [1.930, 3.796, -0.020], [3.123, 3.814, -1.323], [3.861, 0.993, -1.246], [3.452, 1.692, -2.808], [2.694, 0.187, -2.264], [2.001, 1.177, 0.730], [-0.791, 2.006, -1.031], [-2.433, 2.976, -2.577], [-1.685, 4.090, -4.664], [0.744, 4.228, -5.156], [2.369, 3.265, -3.609]], "lowdin_charge": [0.93, -0.10, -0.11, -0.05, -0.24, -0.01, -0.16, -0.25, -0.06, -0.12, -0.06, -0.26, 0.03, -0.24, -0.05, -0.12, -0.09, -0.16, 0.05, 0.08, 0.09, 0.09, 0.10, 0.08, 0.09, 0.08, 0.09, 0.09, 0.08, 0.08, -0.29, -0.26, -0.26, -0.27, -0.29, -0.03, -0.03, -0.02, -0.03, -0.04, 0.07, 0.08, 0.06, 0.07, 0.07, 0.08, 0.08, 0.07, 0.07, 0.06, 0.08, 0.07, 0.06, 0.07, 0.08, -0.06, -0.56, -0.05, -0.15, -0.19, -0.04, -0.08, -0.11, -0.10, -0.05, 0.07, 0.08, 0.08, 0.07, 0.07, 0.06, 0.02, 0.09, 0.10, 0.09, 0.09, 0.10], "homo_ha": [-0.06826, -0.12532], "e_above_lowest_kcal_mol": 21.0, "homo_lumo_gap_ev": [4.658, 6.200], "multiplicity": 3, "e_tot_ev": -64499.0385, "charge": -1}